Record 1
Molecular formula: C16H24O12
Method: DFT, the ωB97M-V functional and the def2-TZVPD basis

Each line ends with the natural charge from an NBO analysis.
CARTESIAN COORDINATES (ANGSTROEM)
C  -1.99  -4.15  1.06  -0.675
C  -1.62  -4.23  2.54  0.083
C  -0.34  -3.43  2.84  -0.219
O  -0.72  -2.17  3.28  -0.506
C  -2.07  -2.25  3.58  0.967
O  -2.72  -1.34  4.05  -0.608
O  -2.52  -3.50  3.42  -0.498
H  -1.61  -3.14  0.88  0.238
H  -3.06  -4.13  0.85  0.210
H  -1.49  -4.93  0.49  0.204
H  -1.66  -5.29  2.75  0.189
H  0.20  -3.21  1.92  0.322
H  0.27  -4.04  3.50  0.169
C  2.19  2.11  -0.75  -0.629
C  2.26  2.37  -2.27  0.074
C  1.20  1.42  -2.95  -0.124
O  0.51  2.34  -3.68  -0.479
C  0.77  3.59  -3.48  0.974
O  0.12  4.53  -3.82  -0.578
O  1.72  3.67  -2.55  -0.506
H  2.78  1.21  -0.56  0.222
H  1.20  1.97  -0.32  0.244
H  2.70  2.99  -0.38  0.212
H  3.24  2.26  -2.74  0.187
H  0.63  0.70  -2.36  0.240
H  1.91  0.82  -3.52  0.158
C  1.74  2.96  1.03  -0.663
C  0.50  2.07  1.37  0.064
C  -0.81  2.90  1.83  -0.099
O  -1.81  2.27  1.05  -0.451
C  -1.18  1.45  0.11  1.007
O  -1.70  0.76  -0.73  -0.605
O  0.10  1.26  0.36  -0.491
H  2.13  3.38  1.96  0.219
H  1.33  3.80  0.46  0.204
H  2.66  2.52  0.65  0.265
H  0.75  1.37  2.17  0.210
H  -0.67  3.84  1.30  0.170
H  -1.00  3.29  2.83  0.245
C  0.53  -0.90  -2.55  -0.675
C  -0.27  -0.65  -1.33  0.006
C  -1.49  -1.48  -1.20  -0.092
O  -1.43  -2.12  0.04  -0.474
C  -0.25  -1.81  0.59  0.990
O  0.27  -2.27  1.59  -0.596
O  0.51  -1.17  -0.26  -0.464
H  1.24  -0.11  -2.79  0.232
H  -0.11  -1.08  -3.42  0.224
H  1.21  -1.74  -2.48  0.229
H  -0.43  0.40  -1.12  0.245
H  -1.44  -2.30  -1.92  0.189
H  -2.36  -0.84  -1.32  0.244

Results
- Energy relative to the best compared isomer or geometry (same formula, charge and spin): 23.424 eV
- Spin multiplicity: 1
- HOMO level: -0.26356 Eh

***

Record 2
Molecular formula: H8S2Si3
Method: DFT, the ωB97M-V functional and the def2-TZVPD basis

Each line ends with the natural charge from an NBO analysis.
CARTESIAN COORDINATES (ANGSTROEM)
Si  -2.30  -1.07  0.68  0.798
Si  -0.50  1.12  -1.45  0.776
Si  3.22  -0.10  1.12  0.952
S  -0.30  -0.37  0.01  -0.684
S  3.88  0.56  -0.58  -0.620
H  -2.88  -0.26  1.66  -0.153
H  -2.29  -2.48  0.63  -0.137
H  -3.07  -0.87  -0.68  -0.156
H  0.10  0.56  -2.78  -0.130
H  0.18  2.23  -0.83  -0.148
H  -1.94  1.35  -1.69  -0.152
H  3.40  -1.48  1.67  -0.180
H  2.52  0.80  2.24  -0.166

Results
- Energy relative to the best compared isomer or geometry (same formula, charge and spin): 1.695 eV
- Spin multiplicity: 1
- HOMO level: -0.33783 Eh

***

What total energy values result from the calculations? In sequence: -41528.94290, -45432.12064 eV.
What largest force on an atom values result from the calculations? In sequence: 19.9, 4.8 eV/Å.